Record 1
{"formula": "C3H13N3P", "method": "ωB97M-V/def2-TZVPD", "lumo_energy_ev": -3.04, "smiles": "C[N+](C)=P(C)(N)N", "charge": 1, "e_homo_ev": -13.24, "homo_lumo_gap_ev": 10.20, "mol_weight_g_mol": 122.13, "de_lowest_kj_mol": 159.4, "spin_multiplicity": 1, "symbols": ["C", "N", "C", "P", "C", "N", "N", "H", "H", "H", "H", "H", "H", "H", "H", "H", "H", "H", "H", "H"], "positions_angstrom": [[-1.96579, -0.10828, -0.71018], [-0.48521, -0.23588, -1.05979], [0.20680, -1.42053, -1.57710], [0.57741, 0.52653, 0.41698], [0.23493, -0.41227, 2.06386], [0.31309, 2.19512, 0.52062], [2.12062, 0.52686, -0.09145], [-2.14231, -0.29935, 0.30552], [-2.27124, 0.92224, -0.96124], [-2.59897, -0.74079, -1.38089], [-0.14128, -2.27717, -1.10525], [-0.12453, -1.44179, -2.68967], [1.23571, -1.40264, -1.56137], [-0.60941, -1.06811, 1.63781], [-0.14897, 0.37906, 2.84696], [1.16066, -0.88971, 2.54367], [0.19673, 2.57660, 1.54368], [-0.56647, 2.28183, -0.02037], [2.47487, 1.33236, -0.54288], [2.53338, -0.44409, -0.17891]], "forces_ev_per_angstrom": [[1.08, -0.09, -2.84], [1.89, 3.26, 4.10], [-3.93, 1.03, -2.89], [-1.12, -0.59, -1.43], [-0.30, 1.33, -0.52], [-1.70, -0.74, 1.62], [-0.23, -3.62, 1.26], [-0.55, -0.53, 1.39], [0.20, -0.35, 0.24], [0.71, 0.19, 0.71], [-0.53, -1.94, 0.77], [0.75, -0.34, 1.70], [2.20, 0.58, 0.12], [1.36, 0.45, 1.54], [0.48, -1.60, -1.70], [-1.50, 0.30, -1.14], [0.13, -0.97, -2.68], [0.45, 0.92, 0.51], [0.58, 0.52, -0.60], [0.02, 2.18, -0.17]]}

***

Record 2
{"formula": "C3H13N6", "method": "ωB97M-V/def2-TZVPD", "lumo_energy_ev": -2.39, "charge": 1, "e_homo_ev": -11.65, "homo_lumo_gap_ev": 9.26, "mol_weight_g_mol": 133.18, "de_lowest_kj_mol": 171.1, "spin_multiplicity": 1, "symbols": ["C", "C", "C", "N", "N", "N", "N", "N", "N", "H", "H", "H", "H", "H", "H", "H", "H", "H", "H", "H", "H", "H"], "positions_angstrom": [[2.11829, -1.16579, -0.43768], [2.88511, 0.15275, 0.16110], [-0.15585, -0.86003, 0.24699], [0.94620, -1.55347, 0.21320], [-1.29034, 1.18841, -0.03456], [-4.96400, 0.10834, 0.19565], [-0.18807, 0.37106, -0.11409], [-3.79989, -0.10583, 0.39961], [2.21841, 1.40188, 0.01256], [1.99717, -0.92299, -1.53534], [2.81539, -2.04181, -0.46447], [3.08870, -0.09197, 1.11923], [3.88190, 0.04013, -0.20351], [0.75507, -2.58989, 0.24711], [-2.07425, 0.78480, 0.43366], [-1.74497, 1.25287, -0.98163], [-5.51791, -0.23375, -0.67769], [-5.59479, 0.73731, 0.78628], [0.81691, 0.98938, -0.26611], [-1.06332, -1.38223, 0.70509], [2.17794, 2.03555, 0.84314], [2.69232, 1.88528, -0.64854]], "forces_ev_per_angstrom": [[3.08, 1.94, -1.97], [-0.89, -3.34, -1.40], [-2.65, 0.17, 1.02], [-0.55, -3.79, 0.63], [-1.52, 1.38, -1.82], [-1.84, 0.52, -0.99], [1.53, 0.77, -0.51], [-0.18, -0.20, 0.00], [-1.65, 0.10, 2.18], [-0.50, -0.27, 0.86], [-0.40, 0.98, 0.42], [0.00, -0.47, 3.62], [0.64, 0.73, -1.18], [0.59, 1.68, 0.23], [-0.20, -0.76, 1.30], [1.16, 0.21, 0.75], [0.97, 0.18, 1.23], [0.84, -0.64, -0.27], [-1.13, -1.15, 0.31], [1.11, 0.92, -0.98], [0.20, -1.17, -0.67], [1.38, 2.20, -2.74]]}

***

Record 3
{"formula": "C3H13NO2", "method": "ωB97M-V/def2-TZVPD", "lumo_energy_ev": 0.37, "smiles": "CCNC.O.O", "e_homo_ev": -8.67, "homo_lumo_gap_ev": 9.04, "mol_weight_g_mol": 95.14, "de_lowest_kj_mol": 107.5, "spin_multiplicity": 1, "symbols": ["C", "C", "N", "C", "H", "H", "H", "H", "H", "H", "H", "H", "H", "O", "H", "H", "O", "H", "H"], "positions_angstrom": [[-0.42474, -1.53962, -0.72278], [0.92828, -1.12280, -0.08244], [1.34551, 0.15192, -0.68837], [2.17278, 1.00648, 0.16839], [-0.47353, -2.62984, -0.68697], [-0.41398, -1.23101, -1.76326], [-1.26626, -1.18156, -0.15106], [1.71719, -1.84430, -0.29356], [0.79376, -0.96971, 0.99291], [0.52859, 0.64612, -0.98912], [2.25282, 0.66223, 1.19903], [3.18233, 1.12558, -0.24301], [1.74730, 2.00488, 0.15581], [-2.74518, 1.13303, -0.24794], [-3.26475, 0.78761, -0.96750], [-2.52560, 2.03859, -0.45317], [-1.30517, 0.14471, 1.87174], [-1.84346, 0.45589, 1.13161], [-0.40588, 0.36178, 1.76969]], "forces_ev_per_angstrom": [[1.38, -0.92, 0.56], [-0.66, 0.83, -0.82], [0.34, -0.23, 0.49], [0.07, 0.25, -0.88], [-0.17, -0.02, -0.18], [-0.27, 0.06, -0.13], [-0.14, 0.37, -0.11], [-0.11, -0.24, 0.28], [0.17, -0.54, 0.06], [-0.32, 0.25, 0.00], [-0.09, -0.11, 0.10], [-0.02, -0.24, 0.18], [-0.03, 0.27, 0.27], [0.11, -0.11, 0.38], [-0.23, -0.10, -0.39], [-0.03, 0.36, -0.18], [-1.82, -0.65, 0.98], [0.42, 0.16, -0.07], [1.39, 0.61, -0.53]]}

***

Record 4
{"formula": "C3H13NO2", "method": "ωB97M-V/def2-TZVPD", "lumo_energy_ev": 0.68, "smiles": "CN(C)C.O.O", "e_homo_ev": -9.28, "homo_lumo_gap_ev": 9.96, "mol_weight_g_mol": 95.14, "de_lowest_kj_mol": 265.5, "spin_multiplicity": 1, "symbols": ["C", "N", "C", "C", "H", "H", "H", "H", "H", "H", "H", "H", "H", "O", "H", "H", "O", "H", "H"], "positions_angstrom": [[-0.33950, 0.26869, 0.41194], [1.07223, 0.28903, 0.17636], [1.61462, 1.47049, -0.75198], [1.47970, -1.03780, -0.42254], [-0.57949, 1.23006, 0.59820], [-0.98533, -0.14788, -0.39521], [-0.44520, -0.35568, 1.18280], [2.53712, 1.79232, -0.23857], [0.74544, 2.25965, -0.72774], [1.93179, 1.38276, -1.86584], [2.61133, -0.73264, -0.55691], [1.36044, -1.69150, 0.46839], [1.07961, -1.20276, -1.44988], [-6.38178, -1.31157, -1.63034], [-5.52442, -1.66449, -1.70291], [-6.89486, -1.96004, -1.05261], [2.21851, 0.16173, 2.89921], [2.54729, 1.03257, 3.13884], [1.95250, 0.21707, 1.91880]], "forces_ev_per_angstrom": [[0.70, -0.45, -3.75], [1.67, 0.16, -3.63], [-1.85, 0.37, 0.71], [3.13, 3.12, 1.08], [-1.55, 3.00, 1.05], [0.46, 0.39, -0.07], [-0.91, -2.14, 3.45], [-0.60, 0.30, -0.18], [2.05, -1.13, 0.05], [-0.99, -0.89, 1.72], [-1.75, -1.76, 0.08], [-0.01, -0.58, -1.46], [-0.23, -0.46, 1.06], [-2.83, -0.56, 1.32], [1.68, -0.77, -0.10], [1.15, 1.33, -1.22], [-0.37, -0.12, -1.48], [-0.04, 0.00, -0.13], [0.30, 0.21, 1.49]]}